No. 1
{"formula": "C35H69ClNO10PS3", "method": "ωB97M-V/def2-TZVPD", "symbols": ["C", "C", "C", "C", "N", "C", "C", "C", "C", "P", "C", "C", "C", "C", "C", "O", "C", "C", "O", "C", "C", "C", "C", "S", "O", "O", "Cl", "C", "S", "S", "C", "C", "C", "H", "H", "H", "H", "H", "H", "H", "H", "H", "H", "H", "H", "H", "H", "H", "H", "H", "H", "H", "H", "H", "H", "H", "H", "H", "H", "H", "H", "H", "H", "H", "H", "H", "H", "H", "H", "H", "H", "H", "H", "H", "H", "H", "H", "H", "C", "C", "O", "C", "C", "O", "H", "H", "H", "H", "H", "H", "H", "H", "C", "C", "O", "C", "C", "O", "H", "H", "H", "H", "H", "H", "H", "H", "C", "C", "O", "C", "C", "O", "H", "H", "H", "H", "H", "H", "H", "H"], "coordinates": [[4.49540, 2.30875, 5.18241], [4.11164, 1.34250, 4.05999], [2.64818, 1.40880, 3.61174], [2.01188, 2.79231, 3.50870], [2.27807, 3.57899, 2.28711], [2.02949, 2.87399, 1.03789], [0.67398, 2.19514, 0.97633], [-0.50751, 3.10108, 1.34946], [-1.72877, 2.88934, 0.45230], [-2.72318, 1.41478, 0.97279], [-2.39168, -0.00154, -0.17801], [-0.97918, -0.58209, 0.00852], [-0.95536, -2.10535, -0.23093], [0.33530, -2.74237, 0.31368], [0.15793, -3.67436, 1.52972], [-1.03994, -3.47644, 2.28667], [-0.88828, -2.69316, 3.41059], [-1.58486, -1.36253, 3.40205], [-0.23132, -3.08594, 4.38184], [-4.51142, 1.82180, 0.63506], [-4.80514, 2.79354, -0.52245], [-4.89355, 2.12812, -1.90214], [-4.56705, 3.14783, -2.99622], [-2.80595, 3.27852, -3.27962], [-2.14616, 2.04897, -2.95973], [-2.33115, 4.45759, -2.62064], [-2.61804, 3.54753, -5.30262], [3.47242, 4.31618, 2.32102], [3.49668, 5.76634, 3.04853], [5.05970, 3.69915, 1.71784], [4.95897, 3.36831, -0.07604], [5.25549, 1.88280, -0.38294], [4.54854, 1.41074, -1.64329], [4.89245, 3.23186, 4.76372], [5.28828, 1.87950, 5.79073], [3.66899, 2.52421, 5.85388], [4.26851, 0.33296, 4.44004], [4.79622, 1.42498, 3.22547], [2.55709, 0.83255, 2.69340], [2.06901, 0.86443, 4.35936], [0.93495, 2.66119, 3.57720], [2.27057, 3.42500, 4.35074], [2.10448, 3.58142, 0.21430], [2.80578, 2.11710, 0.86596], [0.69099, 1.32622, 1.63154], [0.52435, 1.80016, -0.02432], [-0.18981, 4.13912, 1.26848], [-0.78648, 2.92521, 2.38504], [-1.43190, 2.82781, -0.59236], [-2.37022, 3.76178, 0.56581], [-3.13440, -0.75155, 0.08684], [-2.48709, 0.27485, -1.22625], [-0.59302, -0.38544, 1.00292], [-0.35468, -0.14451, -0.76435], [-1.85877, -2.57264, 0.14632], [-0.93925, -2.23240, -1.30839], [0.76030, -3.35967, -0.47329], [1.05430, -1.96509, 0.56233], [0.13241, -4.70101, 1.17662], [1.01998, -3.60094, 2.18920], [-2.01793, -1.15095, 4.37014], [-0.83954, -0.60458, 3.16999], [-2.33793, -1.30224, 2.62393], [-4.99582, 0.87780, 0.38973], [-4.93884, 2.22379, 1.54625], [-4.09260, 3.61440, -0.54424], [-5.77678, 3.24538, -0.31862], [-5.92141, 1.81267, -2.06493], [-4.27758, 1.23844, -1.98321], [-5.04365, 2.89121, -3.93722], [-4.88487, 4.12298, -2.64614], [3.99579, 3.65513, -0.47434], [5.69251, 3.99837, -0.57051], [6.33291, 1.76237, -0.44675], [4.88946, 1.30909, 0.46344], [4.69787, 2.07784, -2.48854], [3.49129, 1.23460, -1.46771], [4.96744, 0.44626, -1.93024], [-5.34240, -6.62593, -1.09681], [-4.60779, -6.54682, -2.41893], [-4.12213, -5.22771, -2.68231], [-2.94486, -4.77100, -2.20858], [-2.20492, -5.56444, -1.15618], [-2.54517, -3.70678, -2.58600], [-4.68529, -6.39927, -0.25721], [-5.75538, -7.62404, -0.95012], [-6.15769, -5.90288, -1.07630], [-3.79931, -7.27579, -2.48745], [-5.29391, -6.76252, -3.23625], [-2.47908, -5.18227, -0.17266], [-1.13891, -5.41141, -1.30676], [-2.38988, -6.63539, -1.18831], [-5.16712, -1.88138, -4.65795], [-6.65717, -1.68434, -4.49267], [-6.97313, -0.30536, -4.27009], [-7.13673, 0.59458, -5.24848], [-6.72244, 0.23824, -6.65747], [-7.53788, 1.69321, -4.97494], [-4.78652, -1.35740, -5.53538], [-4.92596, -2.93958, -4.75711], [-4.63729, -1.48840, -3.79054], [-7.23034, -2.08707, -5.32938], [-7.00308, -2.20097, -3.59919], [-5.70277, 0.58379, -6.82173], [-7.38704, 0.75469, -7.34544], [-6.78269, -0.82344, -6.88432], [10.26335, -0.69237, 1.37507], [9.19185, 0.37807, 1.36056], [7.87751, -0.18027, 1.41199], [7.26582, -0.51672, 2.56519], [8.06263, -0.55251, 3.84840], [6.11155, -0.83422, 2.53304], [10.24326, -1.26867, 2.30013], [11.25134, -0.24332, 1.27131], [10.10735, -1.39059, 0.55293], [9.32982, 1.11328, 2.15462], [9.22902, 0.92381, 0.41904], [8.40997, -1.57118, 4.01511], [7.40100, -0.26820, 4.66298], [8.91397, 0.12358, 3.86660]], "forces_ev_per_angstrom": [[0.305, -0.111, -0.376], [-0.043, -0.453, 0.561], [0.480, 0.101, 0.347], [-0.420, 0.070, -0.228], [0.519, -0.396, -0.274], [0.282, -0.430, -0.072], [-0.209, 0.086, 0.485], [0.196, -0.124, -0.423], [-0.146, -0.224, 0.046], [-0.102, -0.454, 0.921], [0.549, 0.644, -0.067], [-0.862, -0.778, -0.200], [0.704, 0.614, -0.381], [-0.640, -0.223, 0.328], [0.445, -0.408, -0.266], [0.015, 1.056, 0.255], [1.277, -1.191, 2.383], [-0.108, -0.396, -0.441], [-1.317, 0.869, -2.452], [0.554, 0.466, -1.025], [-0.240, -0.387, 0.289], [0.015, 0.355, 0.170], [-0.337, -0.605, -0.209], [0.510, 0.145, 1.187], [-0.197, -0.218, -0.474], [-0.110, 0.183, -0.452], [-0.160, 0.016, 0.137], [-0.436, 0.484, -0.130], [0.174, -0.078, 0.340], [0.051, 0.351, -0.205], [0.066, -0.639, -0.072], [-0.596, 0.791, 0.134], [0.590, -0.571, -0.037], [-0.174, 0.285, 0.139], [0.128, -0.037, 0.058], [-0.141, 0.106, 0.043], [-0.026, -0.175, -0.090], [0.029, 0.192, -0.135], [-0.174, 0.048, -0.181], [-0.177, 0.000, 0.068], [-0.158, 0.057, -0.090], [0.174, 0.031, 0.115], [-0.076, 0.250, 0.029], [0.033, -0.090, -0.085], [-0.065, -0.148, 0.050], [0.159, 0.043, -0.222], [0.028, 0.146, 0.009], [-0.092, 0.123, 0.148], [-0.004, 0.110, -0.145], [-0.174, 0.035, -0.069], [-0.194, -0.065, -0.051], [-0.322, -0.079, -0.100], [0.143, 0.275, 0.072], [0.448, 0.264, 0.291], [-0.030, -0.143, 0.179], [-0.351, -0.227, -0.126], [0.326, -0.002, -0.032], [0.105, 0.132, -0.074], [-0.205, -0.172, 0.058], [0.019, -0.016, 0.159], [0.033, 0.035, 0.189], [0.087, 0.125, 0.105], [-0.110, -0.030, -0.035], [-0.140, -0.188, 0.312], [-0.029, -0.093, 0.234], [0.166, 0.033, 0.053], [-0.064, 0.204, -0.077], [-0.096, -0.115, -0.151], [0.188, -0.023, -0.025], [-0.014, 0.061, -0.139], [0.033, 0.319, -0.352], [-0.193, 0.098, 0.094], [0.105, 0.203, 0.095], [0.115, -0.236, 0.004], [0.195, -0.302, 0.087], [-0.123, 0.181, -0.053], [-0.215, 0.272, -0.030], [-0.030, -0.100, -0.119], [0.059, 0.113, 0.074], [-0.115, -0.161, 0.143], [-0.049, 0.057, -0.259], [0.046, -0.068, 0.376], [0.142, -0.285, -0.230], [-0.059, 0.130, -0.240], [0.027, -0.067, -0.001], [-0.006, -0.004, -0.016], [-0.034, -0.032, -0.042], [0.024, 0.031, 0.035], [0.023, 0.084, -0.051], [-0.003, 0.017, 0.011], [-0.014, 0.164, 0.052], [-0.095, 0.036, 0.092], [0.092, 0.069, -0.061], [0.274, -0.159, -0.092], [-0.331, 0.045, 0.415], [0.324, 0.006, -0.395], [-0.400, -0.255, -0.138], [-0.001, 0.109, 0.205], [-0.038, -0.053, -0.046], [0.016, -0.004, 0.059], [0.002, -0.090, 0.047], [0.007, 0.096, -0.049], [-0.046, 0.103, 0.048], [0.017, 0.001, 0.013], [0.087, 0.168, 0.040], [0.153, -0.005, 0.058], [-0.061, -0.111, 0.057], [0.216, -0.012, 0.013], [-0.123, 0.135, -0.191], [0.161, -0.111, 0.182], [0.022, 0.393, 0.077], [-0.172, -0.064, -0.112], [0.034, 0.054, 0.035], [-0.002, 0.013, -0.011], [0.014, 0.042, -0.043], [-0.013, -0.034, 0.028], [-0.094, -0.012, -0.022], [0.003, -0.019, -0.004], [-0.088, -0.145, -0.021], [0.059, -0.111, -0.048]], "lowdin_charge": [-0.10, -0.27, -0.17, -0.17, -0.19, -0.21, -0.19, -0.25, -0.35, 1.01, -0.36, -0.26, -0.20, -0.14, -0.17, -0.04, -0.47, 0.01, 0.09, -0.35, -0.25, -0.21, -0.26, 0.33, -0.35, -0.34, 0.38, -1.09, 0.69, 0.87, -0.47, -0.32, -0.10, 0.05, 0.06, 0.07, 0.10, 0.04, 0.10, 0.12, 0.10, 0.10, 0.12, 0.10, 0.09, 0.10, 0.11, 0.08, 0.06, 0.08, 0.07, 0.05, 0.06, 0.11, 0.10, 0.10, 0.10, 0.11, 0.11, 0.12, 0.09, 0.08, 0.06, 0.07, 0.06, 0.08, 0.11, 0.12, 0.09, 0.08, 0.11, 0.06, 0.07, 0.10, 0.08, 0.07, 0.07, 0.07, -0.06, -0.24, -0.01, -0.52, 0.02, 0.10, 0.07, 0.08, 0.08, 0.11, 0.12, 0.10, 0.09, 0.07, -0.05, -0.23, -0.01, -0.54, 0.01, 0.10, 0.07, 0.08, 0.08, 0.11, 0.12, 0.10, 0.09, 0.07, -0.06, -0.24, -0.01, -0.53, 0.02, 0.10, 0.07, 0.08, 0.08, 0.11, 0.12, 0.10, 0.09, 0.07], "lumo_energy_ev": 0.0724, "multiplicity": 1, "gap_ha": 0.2879, "smiles": "CCCCN(CCCCP(CCCCCOC(C)=O)CCCCS(=O)(=O)Cl)C(=S)SCCC.CCOC(C)=O.CCOC(C)=O.CCOC(C)=O"}

No. 2
{"formula": "CH5BO3", "method": "ωB97M-V/def2-TZVPD", "symbols": ["B", "C", "O", "O", "O", "H", "H", "H", "H", "H"], "coordinates": [[-1.54355, 0.01509, -0.05098], [1.50020, -0.15566, -0.19903], [-1.29402, 1.35772, -0.06452], [-2.86322, -0.39998, -0.00631], [-0.61667, -0.93054, -0.07494], [1.30663, 0.69006, 0.43078], [1.47158, -0.02822, -1.26097], [1.91913, -1.04912, 0.21724], [-2.10381, 1.86642, -0.04291], [-2.94210, -1.35382, 0.02810]], "forces_ev_per_angstrom": [[-0.524, -0.193, 0.017], [-3.871, -1.095, 0.283], [0.418, 0.621, -0.033], [-0.564, 0.353, 0.043], [4.157, 0.127, -0.214], [0.155, 0.270, 0.127], [0.154, 0.081, -0.306], [0.185, -0.178, 0.093], [-0.193, 0.129, 0.011], [0.082, -0.114, -0.022]], "lowdin_charge": [-1.01, 0.30, 0.16, 0.15, 0.08, 0.04, 0.05, 0.04, 0.10, 0.09], "e_above_lowest_kj_mol": 231.1, "lumo_energy_ev": [-1.2329, -1.2231], "multiplicity": 1, "gap_ha": [0.3356, 0.3367]}